[1]
A structure of composition C19H38LuO3P. Source: the OMol25 dataset; level of theory: ωB97M-V/def2-TZVPD.

Element x y z (Å)
C: 0.981 1.715 -1.984
H: 0.942 2.805 -2.079
H: 1.855 1.525 -1.308
H: -0.031 1.421 -1.553
C: 1.141 1.023 -3.342
H: 1.787 0.144 -3.207
H: 0.153 0.646 -3.642
C: 1.692 1.896 -4.467
H: 1.707 1.323 -5.398
H: 1.065 2.774 -4.623
H: 2.715 2.227 -4.270
C: 1.715 -1.218 1.689
C: 2.321 -1.486 0.428
C: 3.065 -0.333 0.036
C: 2.889 0.672 1.051
C: 2.053 0.115 2.077
C: 1.626 0.773 3.338
C: 3.557 2.000 1.108
C: 4.004 -0.277 -1.119
C: 2.255 -2.786 -0.296
C: 0.962 -2.199 2.517
Lu: 0.627 0.379 0.097
H: 2.959 2.715 1.692
H: 4.550 1.935 1.587
H: 3.705 2.427 0.105
H: 1.974 1.808 3.389
H: 0.530 0.794 3.432
H: 2.018 0.230 4.211
H: 0.611 -3.041 1.910
H: 1.605 -2.607 3.312
H: 0.088 -1.745 3.002
H: 2.672 -2.708 -1.305
H: 2.824 -3.560 0.242
H: 1.220 -3.148 -0.388
H: 3.952 0.677 -1.662
H: 5.046 -0.411 -0.790
H: 3.787 -1.082 -1.832
C: -3.869 -3.823 -0.328
C: -3.174 -2.845 -1.229
O: -1.871 -2.437 -0.684
P: -1.587 -1.111 0.206
O: -2.613 -1.117 1.472
C: -3.670 -0.140 1.778
C: -4.724 -0.085 0.704
O: -0.323 1.862 0.959
C: -1.138 3.017 0.939
C: -2.384 2.884 0.071
H: -3.233 -4.692 -0.140
H: -4.777 -4.170 -0.830
H: -4.160 -3.368 0.627
H: -2.923 -3.300 -2.189
H: -3.771 -1.939 -1.399
H: -4.085 -0.505 2.725
H: -3.205 0.842 1.933
H: -5.100 -1.088 0.457
H: -5.568 0.505 1.080
H: -4.362 0.402 -0.213
H: -1.423 3.245 1.974
H: -0.530 3.860 0.582
H: -3.289 2.951 0.681
H: -2.418 3.693 -0.667
H: -2.422 1.932 -0.471

Cartesian forces (eV/Å) of the 3 atoms listed first:
C -0.463 0.300 -0.277
H -0.167 -0.141 0.093
H -0.285 0.132 -0.312

Kohn-Sham gap (spin up / spin down)	4.445 / 4.454	eV
net charge	+2
LUMO energy (spin up / spin down)	-9.894 / -9.888	eV
energy above the lowest of the compared OMol25 structures with the same formula, charge and spin	0.0	kJ/mol

***

[2]
The molecule C19H38O. Source: the OMol25 dataset; level of theory: ωB97M-V/def2-TZVPD.

Element x y z (Å)
C: -2.074 -2.010 1.573
C: -3.213 -1.343 0.861
C: -3.556 -1.671 -0.381
C: -2.886 -2.754 -1.185
O: -3.106 -4.053 -0.659
H: -4.056 -4.181 -0.558
H: -1.800 -2.627 -1.179
H: -3.234 -2.711 -2.227
H: -4.385 -1.168 -0.861
C: -3.917 -0.244 1.606
H: -4.811 0.062 1.060
H: -4.232 -0.616 2.585
C: -2.999 0.968 1.814
H: -2.112 0.641 2.360
H: -3.512 1.706 2.434
C: -2.573 1.616 0.489
C: -3.668 2.542 -0.034
H: -3.427 2.908 -1.029
H: -4.618 2.017 -0.093
H: -3.790 3.399 0.627
C: -1.248 2.366 0.668
C: -0.623 2.890 -0.627
H: 0.330 3.361 -0.376
C: -0.404 1.833 -1.713
H: 0.124 2.306 -2.546
H: -1.377 1.513 -2.092
C: 0.380 0.583 -1.289
C: 0.337 -0.437 -2.426
H: 0.854 -0.051 -3.303
H: -0.693 -0.652 -2.703
H: 0.807 -1.372 -2.133
C: 1.822 0.934 -0.906
C: 2.592 -0.227 -0.279
C: 3.979 0.216 0.185
H: 3.864 1.070 0.858
H: 4.557 0.554 -0.678
C: 4.766 -0.876 0.918
C: 6.025 -0.277 1.543
H: 5.770 0.519 2.239
H: 6.584 -1.037 2.083
H: 6.669 0.138 0.770
C: 5.149 -2.024 -0.014
H: 4.267 -2.526 -0.402
H: 5.732 -1.650 -0.853
H: 5.748 -2.759 0.519
H: 4.137 -1.276 1.722
H: 2.032 -0.611 0.578
H: 2.693 -1.035 -1.002
H: 1.808 1.757 -0.190
H: 2.353 1.281 -1.796
H: -0.112 0.137 -0.419
H: -1.259 3.673 -1.045
H: -1.409 3.213 1.341
H: -0.531 1.701 1.155
H: -2.421 0.812 -0.236
H: -1.129 -1.551 1.279
H: -2.026 -3.064 1.317
H: -2.180 -1.911 2.651

Cartesian forces (eV/Å) of the 3 atoms listed first:
C -0.004 -0.075 -0.109
C -0.225 0.039 0.044
C -0.003 -0.195 -0.169

Kohn-Sham gap	9.905	eV
SMILES	C/C(=C\CO)CC[C@@H](C)CCC[C@@H](C)CCCC(C)C
LUMO energy	0.775	eV
energy above the lowest of the compared OMol25 structures with the same formula, charge and spin	0.8	kJ/mol

***

[3]
A structure of composition C19H38O3PTb. Source: the OMol25 dataset; level of theory: ωB97M-V/def2-TZVPD.

Element x y z (Å)
C: -1.137 -1.894 -1.488
H: -1.327 -2.948 -1.716
H: -2.102 -1.426 -1.198
H: -0.317 -2.115 -0.217
C: -0.444 -1.228 -2.684
H: -0.503 -0.107 -2.630
H: 0.634 -1.493 -2.694
C: -1.086 -1.669 -4.010
H: -0.563 -1.205 -4.845
H: -1.027 -2.757 -4.105
H: -2.137 -1.367 -4.036
C: -0.374 1.757 1.158
C: -0.723 2.179 -0.162
C: -1.928 1.499 -0.534
C: -2.312 0.653 0.555
C: -1.335 0.794 1.590
C: -1.349 0.124 2.917
C: -3.574 -0.127 0.650
C: -2.717 1.718 -1.774
C: -0.008 3.217 -0.948
C: 0.743 2.295 1.975
Tb: -0.066 -0.383 -0.422
H: -3.527 -0.858 1.465
H: -4.433 0.534 0.850
H: -3.801 -0.671 -0.277
H: -2.140 -0.631 2.972
H: -0.393 -0.380 3.131
H: -1.524 0.850 3.727
H: 1.555 2.680 1.346
H: 0.410 3.125 2.620
H: 1.172 1.527 2.632
H: -0.288 3.185 -2.008
H: -0.236 4.230 -0.577
H: 1.083 3.093 -0.886
H: -3.081 0.773 -2.206
H: -3.604 2.342 -1.577
H: -2.123 2.228 -2.543
C: 3.386 -1.684 4.417
C: 3.095 -0.577 3.429
O: 3.208 -1.044 2.041
P: 1.973 -1.628 1.128
O: 2.562 -3.037 0.584
C: 3.840 -3.670 0.964
C: 5.047 -2.899 0.516
O: 2.126 -0.606 -0.492
C: 3.243 -0.472 -1.420
C: 3.387 0.962 -1.882
H: 2.504 -2.315 4.574
H: 3.633 -1.227 5.380
H: 4.232 -2.308 4.108
H: 2.086 -0.169 3.591
H: 3.824 0.235 3.522
H: 3.838 -3.825 2.050
H: 3.791 -4.641 0.466
H: 5.116 -1.935 1.032
H: 5.939 -3.480 0.768
H: 5.041 -2.744 -0.567
H: 4.133 -0.834 -0.897
H: 3.032 -1.144 -2.258
H: 4.110 1.478 -1.243
H: 3.778 0.970 -2.904
H: 2.446 1.527 -1.869

Cartesian forces (eV/Å) of the 3 atoms listed first:
C -0.930 -4.858 0.509
H -0.195 0.338 -0.049
H 0.451 -0.067 0.346

Kohn-Sham gap (spin up / spin down)	5.873 / 6.169	eV
net charge	+2
spin multiplicity	7
LUMO energy (spin up / spin down)	-8.181 / -7.906	eV
energy above the lowest of the compared OMol25 structures with the same formula, charge and spin	266.3	kJ/mol

***

[4]
A cluster of 5 separate species, C19H38O9 in total. Source: the OMol25 dataset; level of theory: ωB97M-V/def2-TZVPD.

Element x y z (Å)
C: 0.424 -0.230 0.361
C: 0.164 -1.665 -0.001
O: 1.040 -2.492 0.120
C: -1.143 -2.035 -0.627
H: 1.042 -0.142 1.251
H: -0.468 0.376 0.529
H: 0.897 0.259 -0.495
H: -1.246 -3.113 -0.650
H: -1.296 -1.618 -1.627
H: -1.992 -1.606 -0.081
O: -0.551 -1.033 4.898
C: 0.569 -1.458 4.763
O: 0.853 -2.726 4.452
C: -0.259 -3.615 4.138
C: 0.129 -4.405 2.917
C: 1.813 -0.632 4.918
H: -1.148 -3.018 3.956
H: -0.356 -4.231 5.029
H: 1.160 -4.764 2.944
H: 0.058 -3.820 2.001
H: -0.477 -5.309 2.821
H: 2.181 -0.340 3.933
H: 2.595 -1.168 5.450
H: 1.576 0.288 5.447
O: 2.873 4.711 2.067
C: 2.823 4.064 1.049
O: 3.429 4.417 -0.087
C: 4.153 5.667 -0.072
C: 3.247 6.831 -0.291
C: 2.061 2.771 0.928
H: 4.889 5.546 -0.866
H: 4.719 5.743 0.857
H: 3.832 7.740 -0.440
H: 2.578 6.982 0.555
H: 2.640 6.709 -1.190
H: 1.860 2.450 1.943
H: 2.645 2.023 0.396
H: 1.170 2.992 0.337
O: 1.821 -5.835 -3.342
C: 0.881 -5.146 -3.059
O: 0.454 -4.127 -3.817
C: 1.199 -3.876 -5.015
C: 0.899 -4.874 -6.119
C: 0.056 -5.323 -1.806
H: 2.260 -3.905 -4.755
H: 0.944 -2.872 -5.341
H: -0.123 -4.731 -6.482
H: 1.059 -5.900 -5.813
H: 1.515 -4.585 -6.976
H: -0.971 -5.008 -1.987
H: 0.498 -4.646 -1.072
H: 0.074 -6.360 -1.496
O: -2.357 3.329 -1.106
C: -3.152 2.704 -0.447
O: -4.173 3.249 0.216
C: -4.460 4.641 -0.022
C: -5.873 4.755 -0.533
C: -3.084 1.205 -0.251
H: -3.702 5.094 -0.654
H: -4.392 5.120 0.959
H: -6.169 5.800 -0.621
H: -6.544 4.226 0.140
H: -5.969 4.327 -1.534
H: -3.125 0.970 0.809
H: -2.155 0.871 -0.699
H: -3.900 0.747 -0.810

Cartesian forces (eV/Å) of the 3 atoms listed first:
C -0.445 0.666 0.039
C 0.456 0.048 -0.480
O -0.079 -0.024 0.220

Kohn-Sham gap	10.495	eV
SMILES	CCOC(C)=O.CCOC(C)=O.CCOC(C)=O.CCOC(C)=O.CC(C)=O
LUMO energy	0.458	eV
energy above the lowest of the compared OMol25 structures with the same formula, charge and spin	0.0	kJ/mol

***

[5]
A structure of composition C19H39B3Cl10NO3P. Source: the OMol25 dataset; level of theory: ωB97M-V/def2-TZVPD.

Element x y z (Å)
C: 2.812 -1.655 0.998
C: 2.738 -0.494 0.703
C: 2.567 0.974 0.483
B: 1.015 1.199 0.197
O: 0.373 0.336 -0.707
B: -0.708 -0.274 -0.090
C: -1.545 -1.484 -0.656
C: -1.643 -1.576 -2.207
N: -0.379 -1.431 -2.938
O: -1.040 0.243 1.179
B: -0.984 1.635 1.026
P: -2.588 2.643 1.030
C: -2.299 3.956 -0.273
C: -1.653 3.325 -1.551
C: -3.898 1.437 0.448
C: -5.312 1.890 0.846
O: 0.292 2.190 0.839
H: 2.750 -2.678 1.270
H: 3.165 1.286 -0.378
H: 2.803 1.513 1.399
H: -1.234 -2.454 -0.251
H: -2.570 -1.340 -0.286
H: -2.013 -2.588 -2.429
H: -2.424 -0.911 -2.584
H: -0.290 -0.446 -3.156
H: 0.413 -1.691 -2.365
H: -3.213 4.479 -0.527
H: -1.605 4.690 0.142
H: -0.566 3.368 -1.508
H: -2.023 2.304 -1.672
H: -1.982 3.880 -2.438
H: -3.667 0.504 0.973
H: -3.820 1.207 -0.622
H: -5.386 1.911 1.937
H: -6.074 1.203 0.469
H: -5.504 2.902 0.497
Cl: 2.247 0.625 3.957
C: 2.341 1.682 5.389
C: 3.351 2.790 5.213
Cl: 5.026 2.182 5.179
H: 2.571 1.060 6.252
H: 1.350 2.110 5.531
H: 3.285 3.484 6.049
H: 3.177 3.344 4.294
Cl: -2.243 -4.514 -6.905
C: -0.864 -3.676 -6.132
C: -0.009 -2.943 -7.132
Cl: 0.879 -4.056 -8.206
H: -0.288 -4.418 -5.581
H: -1.284 -2.969 -5.418
H: 0.736 -2.348 -6.606
H: -0.603 -2.277 -7.753
Cl: -4.697 5.217 1.345
C: -4.515 6.285 2.761
C: -3.428 7.312 2.566
Cl: -1.805 6.577 2.532
H: -4.323 5.660 3.629
H: -5.471 6.786 2.903
H: -3.438 8.018 3.396
H: -3.565 7.868 1.641
Cl: 1.489 -5.735 -4.842
C: 0.606 -7.212 -5.314
C: 1.453 -8.137 -6.151
Cl: 1.793 -7.463 -7.763
H: -0.298 -6.911 -5.841
H: 0.315 -7.712 -4.391
H: 0.927 -9.078 -6.306
H: 2.403 -8.352 -5.666
Cl: 5.464 -1.435 8.208
C: 6.516 -1.716 6.796
C: 5.787 -1.509 5.493
Cl: 4.554 -2.762 5.207
H: 6.921 -2.722 6.873
H: 7.341 -1.008 6.871
H: 6.492 -1.563 4.664
H: 5.296 -0.540 5.461

Cartesian forces (eV/Å) of the 3 atoms listed first:
C -0.315 0.218 -0.108
C 0.097 0.896 0.220
C -0.660 -1.030 -0.162

Kohn-Sham gap	8.521	eV
LUMO energy	0.373	eV

***

[6]
A structure of composition C19H39BCl28F3GaO3P. Source: the OMol25 dataset; level of theory: ωB97M-V/def2-TZVPD.

Element x y z (Å)
C: 2.544 1.646 0.963
P: 2.779 0.075 2.001
O: 4.470 -0.309 1.775
Ga: 1.515 -1.727 1.185
C: -0.521 -1.230 1.214
C: -0.587 0.302 0.769
C: -2.034 0.858 0.512
F: -3.188 0.106 0.844
C: -2.139 2.180 -0.048
F: -2.097 2.449 -1.405
F: -2.255 3.296 0.809
B: 2.080 -2.007 -0.822
O: 1.293 -2.695 -1.810
O: 3.362 -1.445 -1.249
H: 2.310 1.461 -0.128
H: 1.707 2.226 1.458
H: 3.444 2.340 0.988
H: 4.898 0.510 1.470
H: 1.802 -3.079 2.002
H: -1.122 -1.897 0.524
H: -0.961 -1.280 2.252
H: 0.021 0.376 -0.196
H: -0.123 0.909 1.596
H: 0.982 -2.082 -2.506
H: 3.133 -0.773 -1.922
C: -1.779 -2.523 -4.036
Cl: -2.154 -3.124 -2.420
Cl: -0.420 -1.391 -4.000
H: -1.521 -3.365 -4.675
H: -2.652 -2.011 -4.434
C: -0.680 2.924 4.010
Cl: -1.052 3.176 5.723
Cl: 0.810 1.993 3.803
H: -1.502 2.381 3.547
H: -0.561 3.892 3.529
C: -3.782 1.290 -5.189
Cl: -2.518 0.545 -6.177
Cl: -4.873 0.072 -4.521
H: -3.314 1.833 -4.370
H: -4.355 1.976 -5.808
C: -0.048 3.352 -7.385
Cl: 1.583 2.921 -6.860
Cl: -0.415 5.042 -7.015
H: -0.124 3.201 -8.460
H: -0.764 2.714 -6.871
C: -4.296 -2.253 3.082
Cl: -4.667 -2.002 4.795
Cl: -2.811 -3.185 2.874
H: -5.119 -2.794 2.621
H: -4.174 -1.285 2.601
C: 1.755 4.271 -1.725
Cl: 1.391 4.530 -0.013
Cl: 3.244 3.341 -1.933
H: 0.931 3.728 -2.183
H: 1.874 5.237 -2.210
C: 3.190 7.775 -1.599
Cl: 3.434 7.217 -3.261
Cl: 4.312 6.990 -0.482
H: 3.351 8.850 -1.563
H: 2.171 7.544 -1.295
C: 1.500 -1.568 6.039
Cl: 2.356 -0.657 4.783
Cl: 0.951 -3.137 5.433
H: 2.170 -1.730 6.881
H: 0.637 -0.995 6.360
C: -4.288 -6.502 -2.418
Cl: -2.993 -6.094 -3.549
Cl: -4.034 -5.728 -0.847
H: -5.234 -6.163 -2.830
H: -4.309 -7.580 -2.279
C: -1.230 -2.965 8.871
Cl: -0.541 -1.372 8.534
Cl: -2.386 -3.439 7.623
H: -0.426 -3.698 8.902
H: -1.738 -2.933 9.832
C: -3.909 -7.141 7.283
Cl: -3.364 -6.059 5.997
Cl: -4.394 -6.241 8.727
H: -4.761 -7.713 6.924
H: -3.096 -7.814 7.545
C: 6.417 5.160 -2.865
Cl: 7.656 5.826 -3.938
Cl: 7.145 4.308 -1.499
H: 5.802 5.973 -2.488
H: 5.799 4.463 -3.427
C: 9.580 3.014 -4.789
Cl: 10.424 3.928 -6.047
Cl: 9.041 1.442 -5.391
H: 10.257 2.859 -3.952
H: 8.714 3.585 -4.464
C: -7.524 -4.771 -1.326
Cl: -6.668 -3.876 -2.586
Cl: -8.128 -6.318 -1.934
H: -6.839 -4.959 -0.502
H: -8.365 -4.175 -0.980

Cartesian forces (eV/Å) of the 3 atoms listed first:
C -0.015 0.124 -0.496
P 1.300 1.463 0.389
O -0.850 0.645 -0.465

Kohn-Sham gap	4.436	eV
net charge	-1
LUMO energy	1.204	eV

***

[7]
A cluster of 7 separate species, C19H39Br12FN in total. Source: the OMol25 dataset; level of theory: ωB97M-V/def2-TZVPD.

Element x y z (Å)
C: -0.753 -1.675 -0.033
C: -1.263 -0.113 -0.173
C: 0.082 0.850 -0.151
C: -2.237 0.397 1.046
C: -3.218 -0.771 1.646
N: -3.936 -1.606 0.611
C: -4.663 -0.762 -0.413
C: -5.902 0.142 0.202
F: -5.466 1.387 0.882
H: -0.454 -1.886 1.083
H: 0.189 -1.795 -0.751
H: -1.542 -2.463 -0.406
H: -1.767 0.077 -1.237
H: 0.645 0.668 -1.161
H: -0.227 1.977 0.033
H: 0.741 0.530 0.773
H: -1.657 0.912 1.945
H: -2.923 1.252 0.591
H: -2.511 -1.516 2.255
H: -3.939 -0.305 2.475
H: -5.179 -1.531 -1.166
H: -3.937 -0.115 -1.105
H: -6.590 0.492 -0.708
H: -6.635 -0.487 0.902
Br: 1.925 -1.842 -2.626
C: 2.811 -0.535 -3.772
C: 4.066 -0.001 -3.124
Br: 3.644 1.303 -1.734
H: 2.074 0.242 -3.998
H: 3.052 -1.078 -4.690
H: 4.673 0.546 -3.850
H: 4.678 -0.778 -2.657
Br: -0.379 -1.577 3.995
C: -0.954 -1.160 5.813
C: -2.058 -0.129 5.814
Br: -1.353 1.660 5.484
H: -0.064 -0.845 6.364
H: -1.312 -2.109 6.222
H: -2.530 -0.070 6.799
H: -2.826 -0.314 5.058
Br: -2.589 3.857 2.369
C: -3.661 4.402 0.833
C: -3.970 5.880 0.879
Br: -5.380 6.267 2.170
H: -4.555 3.771 0.828
H: -3.048 4.163 -0.040
H: -4.364 6.222 -0.083
H: -3.109 6.495 1.153
Br: -1.375 -7.692 0.394
C: -0.489 -6.385 -0.752
C: 0.766 -5.851 -0.104
Br: 0.344 -4.547 1.286
H: -1.226 -5.608 -0.978
H: -0.248 -6.928 -1.670
H: 1.373 -5.304 -0.830
H: 1.378 -6.628 0.363
Br: 3.501 -2.008 0.865
C: 3.802 -0.515 2.083
C: 5.227 -0.021 2.003
Br: 6.443 -1.215 2.953
H: 3.516 -0.856 3.082
H: 3.105 0.263 1.757
H: 5.330 0.945 2.503
H: 5.600 0.064 0.978
Br: 6.640 2.520 -4.429
C: 5.834 3.412 -5.965
C: 4.412 2.949 -6.183
Br: 4.363 1.184 -7.012
H: 6.487 3.224 -6.822
H: 5.860 4.477 -5.721
H: 3.896 3.608 -6.886
H: 3.831 2.884 -5.259

Cartesian forces (eV/Å) of the 3 atoms listed first:
C 0.092 0.514 -0.809
C 0.697 0.392 0.368
C -0.690 -0.520 0.281

Kohn-Sham gap	3.420	eV
net charge	-1
LUMO energy	1.552	eV
energy above the lowest of the compared OMol25 structures with the same formula, charge and spin	305.0	kJ/mol